{"formula": "C4H12N2O2", "method": "ωB97M-V/def2-TZVPD", "de_lowest_kcal_mol": 50.9, "orbital_gap_ev": 10.4, "species": ["N", "C", "O", "C", "O", "H", "H", "H", "H", "H", "H", "H", "H", "N", "C", "C", "H", "H", "H", "H"], "positions_angstrom": [[1.052594, 0.975834, -0.296013], [1.394990, 0.780257, -1.688309], [2.704232, 0.296374, -1.878309], [0.373557, -0.180455, -2.323378], [0.354578, -1.419672, -1.652597], [1.562469, 1.757401, 0.095198], [1.329161, 0.158199, 0.243125], [1.345447, 1.750313, -2.193625], [2.686070, -0.661160, -1.746177], [-0.617644, 0.289472, -2.318376], [0.667319, -0.395306, -3.352087], [0.025872, -1.262458, -0.757476], [-0.821436, -0.267675, 4.008987], [-0.451055, 0.319780, 3.257706], [-1.061189, 0.219150, 2.170323], [-2.242104, -0.640291, 1.842669], [-0.681813, 0.835627, 1.352243], [-2.570084, -1.209124, 2.707572], [-1.990583, -1.328322, 1.035749], [-3.060380, -0.017945, 1.492774]], "atomic_forces_ev_per_a": [[-0.062, -0.059, 0.038], [-0.432, -0.181, -0.151], [0.328, -0.128, -0.130], [0.113, 0.655, -0.129], [0.067, -0.286, 0.415], [0.048, -0.005, -0.003], [0.035, 0.139, -0.024], [-0.020, -0.135, 0.052], [-0.004, 0.056, 0.002], [0.109, -0.033, -0.021], [-0.033, 0.067, 0.053], [-0.042, -0.074, -0.165], [-0.162, -0.057, -0.238], [0.681, 0.143, 1.003], [-0.382, 0.052, -0.719], [0.119, -0.001, 0.122], [-0.122, -0.046, -0.035], [-0.054, -0.107, 0.091], [-0.029, -0.073, -0.074], [-0.160, 0.074, -0.087]], "nbo_charge": [-0.87, 0.21, -0.72, -0.09, -0.72, 0.38, 0.36, 0.17, 0.47, 0.17, 0.19, 0.47, 0.32, -0.62, 0.13, -0.69, 0.18, 0.21, 0.22, 0.23]}

{"formula": "C4H12N2O2", "method": "ωB97M-V/def2-TZVPD", "de_lowest_kcal_mol": 178.1, "orbital_gap_ev": [8.2, 6.1], "species": ["C", "C", "N", "O", "H", "H", "H", "H", "H", "H", "H", "C", "C", "O", "N", "H", "H", "H", "H", "H"], "positions_angstrom": [[0.863326, 1.575877, 0.228429], [-0.039595, 0.698975, 1.751918], [-1.393023, 0.400002, 1.690730], [2.088371, 1.157330, 0.140832], [2.007964, -0.249328, -0.038190], [-2.019841, 1.188693, 1.633734], [-1.612965, -0.341040, 1.036919], [0.717779, 2.557868, 0.692454], [0.215263, 1.360082, -0.633150], [0.179904, 1.476973, 2.475545], [0.593600, -0.164323, 1.905549], [-1.446752, -0.609448, -1.975429], [1.473445, -1.443848, -0.218800], [-0.081621, -0.939831, -1.743837], [0.138635, -1.237025, -0.418482], [-1.716626, 0.317670, -1.464731], [-1.538091, -0.474867, -3.050256], [-2.100703, -1.422171, -1.647796], [1.644676, -1.996846, 0.701286], [2.026253, -1.854744, -1.066726]], "atomic_forces_ev_per_a": [[-0.964, -0.858, 0.778], [0.734, 0.710, -0.489], [-0.011, -0.001, -0.310], [0.182, -0.256, 0.042], [-0.603, -0.581, -0.059], [0.017, -0.082, 0.005], [-0.002, 0.109, 0.047], [0.143, -0.038, -0.155], [-0.066, 0.250, 0.102], [-0.029, -0.023, 0.072], [0.049, -0.049, -0.159], [0.032, -0.115, 0.107], [0.693, 0.595, 0.102], [0.257, -0.117, 0.326], [-0.500, 0.233, -0.404], [0.026, -0.038, 0.001], [0.002, 0.008, 0.009], [0.063, 0.057, 0.004], [-0.022, 0.047, 0.042], [-0.001, 0.150, -0.061]], "nbo_charge": [-0.02, -0.16, -0.79, -0.59, 0.33, 0.37, 0.39, 0.18, 0.13, 0.19, 0.20, -0.26, -0.50, -0.38, -0.08, 0.18, 0.20, 0.18, 0.21, 0.22]}

Copy entry 1 word for word.
{"formula": "C4H12N2O2", "method": "ωB97M-V/def2-TZVPD", "de_lowest_kcal_mol": 50.9, "orbital_gap_ev": 10.4, "species": ["N", "C", "O", "C", "O", "H", "H", "H", "H", "H", "H", "H", "H", "N", "C", "C", "H", "H", "H", "H"], "positions_angstrom": [[1.052594, 0.975834, -0.296013], [1.394990, 0.780257, -1.688309], [2.704232, 0.296374, -1.878309], [0.373557, -0.180455, -2.323378], [0.354578, -1.419672, -1.652597], [1.562469, 1.757401, 0.095198], [1.329161, 0.158199, 0.243125], [1.345447, 1.750313, -2.193625], [2.686070, -0.661160, -1.746177], [-0.617644, 0.289472, -2.318376], [0.667319, -0.395306, -3.352087], [0.025872, -1.262458, -0.757476], [-0.821436, -0.267675, 4.008987], [-0.451055, 0.319780, 3.257706], [-1.061189, 0.219150, 2.170323], [-2.242104, -0.640291, 1.842669], [-0.681813, 0.835627, 1.352243], [-2.570084, -1.209124, 2.707572], [-1.990583, -1.328322, 1.035749], [-3.060380, -0.017945, 1.492774]], "atomic_forces_ev_per_a": [[-0.062, -0.059, 0.038], [-0.432, -0.181, -0.151], [0.328, -0.128, -0.130], [0.113, 0.655, -0.129], [0.067, -0.286, 0.415], [0.048, -0.005, -0.003], [0.035, 0.139, -0.024], [-0.020, -0.135, 0.052], [-0.004, 0.056, 0.002], [0.109, -0.033, -0.021], [-0.033, 0.067, 0.053], [-0.042, -0.074, -0.165], [-0.162, -0.057, -0.238], [0.681, 0.143, 1.003], [-0.382, 0.052, -0.719], [0.119, -0.001, 0.122], [-0.122, -0.046, -0.035], [-0.054, -0.107, 0.091], [-0.029, -0.073, -0.074], [-0.160, 0.074, -0.087]], "nbo_charge": [-0.87, 0.21, -0.72, -0.09, -0.72, 0.38, 0.36, 0.17, 0.47, 0.17, 0.19, 0.47, 0.32, -0.62, 0.13, -0.69, 0.18, 0.21, 0.22, 0.23]}